# 1
This record from the OMol25 dataset describes a cluster of 2 separate species, C2H3NO2 in total in a non-equilibrium geometry. The level of theory is ωB97M-V/def2-TZVPD.

XYZ file:
```
8
Properties=species:S:1:pos:R:3:forces:R:3:nbo_charge:R:1
C 2.24464 -0.61798 -0.15026 1.162 0.954 0.000 0.0593
C -0.77811 0.48705 -0.24247 -1.046 2.041 0.113 0.4110
N 3.20221 -1.15760 0.18482 -0.532 -0.433 -0.022 -0.3206
O -1.97770 0.98671 0.23180 1.382 -1.449 -0.478 -0.7281
O -0.72393 -0.76332 -0.00003 -1.325 -1.043 0.814 -0.6498
H 1.62701 0.20721 -0.46160 -0.508 -0.534 -0.005 0.2369
H -2.02138 1.90799 -0.01384 0.075 0.486 -0.086 0.5054
H -1.57274 -1.05007 0.45158 0.791 -0.022 -0.336 0.4858
```
Positions in Å, forces in eV/Å.

Output
spin multiplicity	1
E_HOMO	-10.231	eV
largest force on an atom	2.30	eV Å⁻¹
ΔE to the lowest compared entry with this formula, charge and spin	269.9	kJ/mol
electronic energy	-283.1552	Ha
Kohn-Sham gap	10.7583	eV

---

# 2
This record from the OMol25 dataset describes an isolated molecule of C2H5FN2 in a non-equilibrium geometry. The level of theory is ωB97M-V/def2-TZVPD.

XYZ file:
```
10
Properties=species:S:1:pos:R:3:forces:R:3:nbo_charge:R:1
C -0.31368 -0.21202 -0.43870 4.018 -1.840 -3.081 -0.5884
C 0.93128 0.33528 0.29265 -1.337 -1.527 2.577 -0.3287
N 1.95158 0.57088 -0.58460 9.443 -3.994 -0.633 -0.1203
N 3.21833 -0.13584 -0.38280 -7.451 3.560 0.001 0.2265
F 3.20918 -0.94771 0.83475 -0.206 0.931 -1.427 -0.2971
H -1.20148 0.01662 0.01050 -2.231 0.609 1.066 0.2171
H -0.21780 0.10279 -1.53490 -0.638 -0.059 1.542 0.2255
H -0.10702 -1.30720 -0.49474 -0.780 0.595 0.101 0.2148
H 1.29256 -0.32771 1.12875 -0.868 0.699 -0.648 0.2180
H 0.62338 1.27747 0.68603 0.052 1.025 0.501 0.2326
```
Positions in Å, forces in eV/Å.

Output
spin multiplicity	1
E_HOMO (alpha / beta)	-11.103 / -11.106	eV
largest force on an atom	10.27	eV Å⁻¹
SMILES	CC/N=N\F
ΔE to the lowest compared entry with this formula, charge and spin	408.6	kJ/mol
electronic energy	-288.4131	Ha
Kohn-Sham gap (alpha / beta)	10.2657 / 10.2674	eV

---

# 3
This record from the OMol25 dataset describes a structure of composition C10H13AuI2N8OS2 in a non-equilibrium geometry. The level of theory is ωB97M-V/def2-TZVPD.

XYZ file:
```
37
Properties=species:S:1:pos:R:3:forces:R:3:nbo_charge:R:1
Au 0.44268 0.34820 -0.10448 -0.421 -0.121 1.208 0.7488
N 3.15035 -0.35353 2.88683 0.285 0.077 -0.430 -0.4693
C 2.08015 -0.49531 3.71477 -0.720 -0.012 0.230 -0.0540
C 0.97084 -0.27978 2.94752 0.134 -0.165 0.670 -0.0556
N 1.35647 -0.01217 1.67630 0.920 -0.051 -0.023 -0.5221
C 2.68781 -0.06380 1.65704 -0.339 -0.061 0.508 0.3279
C 3.40037 0.14805 0.43742 0.239 0.135 -1.159 0.2606
N 2.73262 0.29194 -0.69853 0.284 -0.137 0.708 -0.5019
C 3.63743 0.47431 -1.68109 0.682 -0.004 0.276 -0.0665
C 4.89314 0.43674 -1.13438 0.049 0.082 -0.609 -0.0553
N 4.72882 0.22912 0.20028 0.000 -0.036 0.392 -0.4704
H 4.11513 -0.46803 3.15977 -0.106 0.018 -0.042 0.4413
H 2.18638 -0.73325 4.75327 0.011 -0.021 0.159 0.2494
H -0.06034 -0.30052 3.22323 -0.262 -0.012 0.155 0.2338
H 3.34145 0.61947 -2.69645 0.015 0.057 -0.326 0.2282
H 5.86077 0.53756 -1.58385 0.164 0.018 -0.014 0.2462
H 5.47939 0.18592 0.87279 -0.053 -0.006 -0.068 0.4358
N -1.35664 -1.53463 -4.86295 -0.174 -0.255 -0.143 -0.7684
C -0.74923 -0.37726 -5.12319 0.344 0.253 0.596 0.6737
N -0.39941 -0.03151 -6.35542 -0.111 -0.107 -0.273 -0.7363
N -0.43186 0.48935 -4.17383 0.127 0.453 -2.138 -0.6235
C -0.44640 0.47324 -2.93176 -0.226 0.153 1.821 0.5981
N -0.43621 0.66628 -1.77731 -0.881 -0.240 -1.541 -0.6293
H -1.57746 -2.19257 -5.59274 -0.007 -0.027 0.071 0.4241
H -1.64271 -1.74568 -3.91880 0.102 -0.018 -0.223 0.4179
H -0.58117 -0.59673 -7.16738 -0.052 -0.037 0.047 0.4211
H 0.06434 0.85504 -6.48173 -0.033 -0.079 0.038 0.4398
I -3.23880 -0.50155 1.97151 0.169 0.223 -0.026 0.0594
I -3.26063 -0.71146 4.63249 -0.046 -0.160 -0.300 0.1276
C -6.70822 0.10643 -1.11422 -0.971 0.414 -0.317 -0.2808
O -5.44230 -0.46498 -0.77500 0.843 -0.300 -0.008 -0.4258
C -4.49980 -0.51998 -1.64543 -0.812 -0.019 0.463 0.0021
S -4.46826 0.01455 -3.23268 0.810 -0.535 0.780 0.2948
S -2.98864 -1.18992 -1.30611 -0.316 0.599 -0.575 0.3494
H -7.24952 0.20284 -0.17566 0.112 -0.007 -0.103 0.2437
H -7.25272 -0.55648 -1.79032 0.151 -0.028 0.093 0.2220
H -6.57996 1.08507 -1.58115 0.087 -0.047 0.105 0.2134
```
Positions in Å, forces in eV/Å.

Output
spin multiplicity	1
E_HOMO (alpha / beta)	-12.849 / -13.354	eV
largest force on an atom	2.19	eV Å⁻¹
total charge	+2
electronic energy	-2429.0281	Ha
Kohn-Sham gap (alpha / beta)	3.0166 / 3.5603	eV

---

# 4
This record from the OMol25 dataset describes a cluster of 2 separate species, C24H20N6O6 in total in a non-equilibrium geometry. The level of theory is ωB97M-V/def2-TZVPD.

XYZ file:
```
56
Properties=species:S:1:pos:R:3:forces:R:3:nbo_charge:R:1
C -2.93333 0.70298 2.86369 0.105 0.021 -0.134 -0.2444
C -3.18808 1.47347 1.72166 0.161 -0.108 0.257 -0.1994
C -2.17374 2.22426 1.13998 0.731 -0.130 0.264 -0.2527
C -0.84743 2.15379 1.65111 -0.986 -0.412 0.803 0.0618
C 0.31091 2.70188 0.97964 0.507 0.988 -1.392 -0.3797
C 0.46792 2.85985 -0.39495 -0.307 -0.499 1.972 0.2294
N 1.45085 3.65168 -0.90792 0.308 0.440 -0.320 -0.4104
C 2.34605 4.42556 -0.05269 0.019 -0.103 -0.037 -0.2075
C 3.45007 4.97578 -0.96724 0.030 0.126 -0.039 -0.4113
C 3.19223 4.40232 -2.37440 0.084 0.085 -0.127 -0.4122
C 1.90463 3.56939 -2.29233 0.049 -0.253 -0.330 -0.2051
C -0.41089 2.11360 -1.34212 -0.294 0.081 -0.338 -0.0984
C -0.62746 0.73823 -1.15871 0.123 0.107 -0.256 -0.1265
C -1.47737 0.03037 -2.00673 0.102 0.195 -0.083 -0.2338
C -2.12928 0.69019 -3.05396 0.074 0.003 0.163 -0.2081
C -1.92391 2.05881 -3.24206 0.166 -0.027 0.052 -0.2157
C -1.06461 2.76886 -2.39777 -0.089 -0.415 0.036 -0.2007
C -0.66601 1.53381 2.91759 -0.084 0.116 -0.847 -0.2461
C -1.67752 0.76985 3.48126 -0.337 0.106 -0.161 -0.2174
H -3.71472 0.06467 3.27548 0.176 0.202 -0.051 0.2114
H -4.17940 1.47226 1.27008 0.176 0.041 0.167 0.2121
H -2.38009 2.87874 0.29079 0.071 -0.403 0.128 0.2162
H 1.07933 3.10655 1.64375 -0.253 -0.056 -0.280 0.2061
H 1.81279 5.25092 0.44133 -0.072 -0.322 0.009 0.2014
H 2.76428 3.77932 0.72790 0.019 0.093 -0.031 0.1881
H 3.39438 6.06927 -0.99873 0.099 -0.211 0.066 0.2104
H 4.44817 4.70686 -0.60245 -0.265 0.066 -0.031 0.2144
H 3.04711 5.22582 -3.08254 0.126 -0.237 0.057 0.2106
H 4.04076 3.80637 -2.73274 -0.253 0.117 0.107 0.2147
H 2.06109 2.51456 -2.57510 0.006 0.334 0.007 0.1979
H 1.16358 3.98683 -2.98881 0.147 -0.214 0.223 0.1920
H -0.10339 0.22087 -0.35308 -0.186 0.205 -0.162 0.2121
H -1.61605 -1.04064 -1.85656 -0.036 0.340 -0.053 0.2291
H -2.78883 0.12663 -3.71940 0.213 0.252 0.215 0.2176
H -2.41588 2.57864 -4.06494 0.081 -0.142 0.231 0.2145
H -0.90212 3.83442 -2.56249 -0.132 -0.264 0.126 0.2131
H 0.30191 1.64731 3.40910 -0.176 -0.278 -0.156 0.2049
H -1.48538 0.20520 4.39063 -0.090 0.172 -0.066 0.2100
O 0.40331 -7.51070 3.85743 -0.498 0.701 -0.938 -0.3312
N -0.20889 -6.80972 3.07444 0.181 0.851 -1.293 0.4213
C 0.09787 -6.07152 1.93896 -0.017 -0.666 2.063 0.0068
C -1.07364 -5.40264 1.54371 -2.318 -0.381 0.914 0.0693
N -2.13265 -5.76927 2.33395 2.511 0.790 -1.393 -0.0410
O -1.58546 -6.60872 3.26485 0.188 -0.270 0.058 -0.1343
C -1.03030 -4.45941 0.41763 1.692 -0.178 -0.738 0.0817
N -2.23719 -3.91642 -0.18856 -1.971 1.187 -1.722 0.4852
O -3.36537 -4.16777 0.26892 2.655 0.163 -0.299 -0.3157
O -2.07001 -3.23337 -1.23376 -0.141 -1.280 2.117 -0.3957
C 0.19396 -4.20009 -0.21983 -2.236 0.039 0.402 -0.1308
C 1.32672 -4.89712 0.21465 2.307 -1.268 -0.093 0.0087
N 2.58098 -5.01355 -0.39054 -1.355 0.582 0.378 0.4205
O 3.07135 -4.50118 -1.38531 -0.436 -0.706 1.346 -0.3339
O 3.31780 -5.92972 0.38421 -0.475 0.531 -0.246 -0.1345
N 2.55737 -6.44273 1.42091 -2.565 1.494 -0.753 -0.0568
C 1.34025 -5.82748 1.28478 2.791 -1.427 0.055 0.0939
H 0.28337 -3.51787 -1.06268 -0.324 -0.175 0.156 0.2882
```
Positions in Å, forces in eV/Å.

Output
spin multiplicity	1
E_HOMO	-6.936	eV
largest force on an atom	3.13	eV Å⁻¹
ΔE to the lowest compared entry with this formula, charge and spin	0.0	kJ/mol
electronic energy	-1706.0840	Ha
Kohn-Sham gap	4.4111	eV

---

Among the records above, which one has the highest largest force on an atom?
C2H5FN2

---

The highest electronic energy belongs to which entry?
C2H3NO2